a.
Below is a single C3H5FO molecule, with properties calculated with the ωB97M-V functional and the def2-TZVPD basis.

Orbital gap (eV): 11.1607

Element x y z (Å)
1 C 1.474 0.912 0.097
2 C 0.595 -0.055 -0.315
3 C -0.787 -0.415 0.339
4 O -1.480 -1.352 -0.328
5 F -1.574 0.762 0.345
6 H 2.445 1.048 -0.446
7 H 1.500 1.533 1.040
8 H 0.736 -0.709 -1.150
9 H -0.781 -0.899 1.388
10 H -2.129 -0.824 -0.970

b.
Below is a single C3H5FO molecule, with properties calculated with the ωB97M-V functional and the def2-TZVPD basis.

Orbital gap (eV): 10.7083

Element x y z (Å)
1 C 0.093 -0.590 -0.767
2 C -0.980 -1.785 -0.313
3 C 0.211 0.584 0.149
4 O -1.134 -0.960 -1.470
5 F -0.480 -2.964 -0.588
6 H 1.006 -0.888 -1.105
7 H -1.661 -1.903 0.604
8 H 1.186 0.701 0.493
9 H -0.469 0.443 0.913
10 H 0.088 1.590 -0.346

Which structure is most stable? a, by 0.960 eV over the runner-up.

a.
Below is 2 unconnected molecules or ions with the total composition CH5O2P, with properties calculated with the ωB97M-V functional and the def2-TZVPD basis.

Orbital gap (alpha / beta) (eV): 8.1145 / 8.1158

Element x y z (Å)
1 C -0.298 -0.031 0.131
2 O -0.153 -0.998 1.015
3 O -1.564 0.509 0.219
4 P 1.134 0.843 -0.657
5 H -0.602 -1.006 -1.631
6 H -0.880 -1.615 1.212
7 H -1.432 1.279 -0.330
8 H 2.057 -0.306 -0.420
9 H 1.738 1.325 0.461

b.
Below is 2 unconnected molecules or ions with the total composition CH5O2P, with properties calculated with the ωB97M-V functional and the def2-TZVPD basis.

Orbital gap (alpha / beta) (eV): 8.1668 / 8.0280

Element x y z (Å)
1 C -1.104 -0.456 -0.158
2 O 1.668 -0.635 0.778
3 O 1.792 0.514 0.102
4 P -0.425 1.301 -0.168
5 H -0.436 -0.827 -0.912
6 H -2.128 -0.425 -0.533
7 H -1.036 -0.832 0.848
8 H 1.771 -0.252 1.599
9 H -0.101 1.612 -1.554

Which structure is most stable? a, by 0.860 eV over the runner-up.

a.
Below is a molecular structure, C2H2FIO, with properties calculated with the ωB97M-V functional and the def2-TZVPD basis.

Orbital gap (eV): 8.0035

Element x y z (Å)
1 C 0.139 -0.200 -0.517
2 C -0.773 -0.168 0.439
3 O 0.971 0.836 -0.791
4 F -1.563 -1.223 0.525
5 I 2.379 1.239 0.575
6 H 0.126 -1.088 -1.298
7 H -1.279 0.604 1.067

b.
Below is a single C2H2FIO molecule, with properties calculated with the ωB97M-V functional and the def2-TZVPD basis.

Orbital gap (alpha / beta) (eV): 7.1722 / 7.5828

Element x y z (Å)
1 C 0.035 -0.122 -0.465
2 C -1.000 0.286 1.018
3 O 1.249 0.170 -0.522
4 F -2.340 0.363 0.699
5 I 3.072 -1.063 -1.282
6 H -0.462 -0.728 -1.136
7 H -0.554 1.093 1.689

c.
Below is a single C2H2FIO molecule, with properties calculated with the ωB97M-V functional and the def2-TZVPD basis.

Orbital gap (eV): 9.4694

Element x y z (Å)
1 C -0.019 -1.132 -0.447
2 C -0.977 -0.026 -0.535
3 O 0.459 -1.823 -1.319
4 F -1.754 0.072 -1.664
5 I -2.263 -0.180 1.371
6 H 0.363 -1.203 0.522
7 H -0.415 0.920 -0.596

Which structure is most stable? c, by 1.347 eV over the runner-up.